[1]
DFT (wB97M-V/def2-TZVPD) results for C3H4N4O6 as an isolated structure in a non-equilibrium geometry.

For the energy, the calculation gives -21406.190 eV. The calculation puts the orbital gap (alpha / beta) at 8.30 / 6.50 eV. The multiplicity is 3. As for the LUMO energy (alpha / beta): -0.654 / -4.712 eV. The value obtained for the HOMO energy (alpha / beta) is -8.955 / -11.211 eV. The calculation puts the molar mass at 192.087 g/mol. For the relative energy (zero: lowest compared OMol25 entry of this formula, charge and spin), the calculation gives 14.7 kJ/mol.

Last column: natural (NBO) charge in e.
Element x y z (Å)
O (-0.723339, 0.162749, -2.291929)  -0.41
O (-1.346886, 2.581405, 0.456399)  -0.30
O (-2.292490, -1.327479, 1.147196)  -0.34
O (-0.331159, -2.101262, 1.602672)  -0.41
O (-2.509478, -0.592298, -1.466348)  -0.30
O (0.761670, 2.904288, 0.691159)  -0.35
N (0.096821, 0.875973, 0.544307)  0.03
N (-0.199093, 2.171021, 0.547071)  0.55
N (-1.107625, -1.453221, 0.921718)  0.46
N (-1.348988, -0.395868, -1.417082)  0.50
C (1.405586, 0.357995, 0.315814)  -0.32
C (-0.501126, -0.761385, -0.216291)  0.26
C (1.037737, -0.918967, -0.428872)  -0.45
H (1.406991, -0.894881, -1.369652)  0.25
H (2.069874, 0.327923, 1.146230)  0.28
H (1.467626, -1.833798, 0.153444)  0.27
H (2.113873, 0.897802, -0.335840)  0.27

Forces on the atoms, in the same order (eV/Å):
1.3 0.6 -0.5
0.5 -1.7 -0.2
0.1 0.3 -0.2
0.4 -0.1 0.4
-2.0 -0.8 0.5
0.8 0.6 0.0
0.2 -0.6 0.0
0.1 3.8 0.7
-0.2 0.1 -1.1
1.7 0.0 1.5
1.0 0.9 -1.7
-0.6 -3.3 -2.0
-1.5 -1.8 5.4
0.4 0.0 -3.1
-0.1 -0.5 1.6
-1.2 1.5 -1.3
-0.9 1.0 0.0

---

[2]
DFT (wB97M-V/def2-TZVPD) results for a 2-piece molecular cluster, C5H11N overall in a non-equilibrium geometry.

For the energy, the calculation gives -6851.421 eV. The calculation puts the orbital gap at 10.60 eV. As for the LUMO energy: 1.185 eV. The structure (SMILES) is C=NCC.C=C. The value obtained for the HOMO energy is -9.417 eV. The calculation puts the molar mass at 85.150 g/mol. For the relative energy (zero: lowest compared OMol25 entry of this formula, charge and spin), the calculation gives 203.3 kJ/mol.

Last column: natural (NBO) charge in e.
Element x y z (Å)
N (-0.184674, 0.523301, -0.191017)  -0.42
C (-0.372591, 0.182996, -1.392011)  -0.05
C (0.384494, -3.175107, -0.070740)  -0.40
C (0.968304, 2.448081, 0.904905)  -0.61
C (-0.801568, -2.613343, 0.197631)  -0.40
C (-0.348346, 1.913630, 0.280767)  -0.25
H (-1.123983, 1.854521, 1.090768)  0.20
H (1.813433, 2.512194, 0.175507)  0.21
H (-0.857252, -1.592953, 0.634239)  0.22
H (-0.003134, -0.783855, -1.735035)  0.19
H (-0.909067, 0.824204, -2.096105)  0.14
H (0.792534, 3.475433, 1.273442)  0.21
H (1.301772, -2.695521, 0.226570)  0.19
H (-1.705176, -3.209375, 0.007222)  0.19
H (1.323381, 1.858897, 1.767404)  0.22
H (0.440408, -4.133171, -0.521429)  0.19
H (-0.718533, 2.610063, -0.552117)  0.17

Forces on the atoms, in the same order (eV/Å):
1.1 0.5 0.1
-0.2 0.5 0.5
-1.0 1.0 0.7
0.2 0.3 -0.3
0.5 -0.2 0.2
-0.8 -0.2 -0.3
0.6 0.3 -0.7
-0.8 -0.2 0.4
-0.1 -1.0 -0.3
-0.5 0.0 0.1
0.3 0.2 -0.3
0.0 -0.4 -0.2
0.2 0.2 -0.2
0.2 0.6 0.0
-0.4 0.0 -0.5
0.1 -0.8 -0.3
0.4 -0.8 1.0

---

[3]
DFT (wB97M-V/def2-TZVPD) results for C14H22CeN3O7S as an isolated structure in a non-equilibrium geometry.

For the energy, the calculation gives -57447.641 eV. The calculation puts the orbital gap (alpha / beta) at 8.29 / 9.36 eV. The multiplicity is 2. As for the LUMO energy (alpha / beta): 0.237 / 0.239 eV. The value obtained for the HOMO energy (alpha / beta) is -8.049 / -9.124 eV. The calculation puts the molar mass at 516.527 g/mol. For the relative energy (zero: lowest compared OMol25 entry of this formula, charge and spin), the calculation gives 18.7 kJ/mol.

Last column: Löwdin charge in e.
Element x y z (Å)
Ce (0.789104, -0.463212, 0.434529)  1.21
S (1.239424, 2.507780, -0.386502)  0.72
O (-0.336349, 1.579770, 4.159250)  0.09
O (-4.584868, 3.053264, 1.560603)  0.08
O (1.840881, -2.150169, 1.188663)  -0.38
O (-2.524898, 0.520009, -2.343154)  0.05
O (-0.819041, -0.527228, -1.318427)  -0.17
O (0.775425, 0.636222, 2.431422)  -0.19
O (3.151921, -0.039363, -0.669562)  -0.24
N (-0.849660, 3.585756, -1.567368)  -0.03
N (0.224539, 1.999390, -2.823705)  0.15
N (-1.383779, 0.598415, 0.963696)  0.04
C (1.428095, -3.427512, 0.708990)  -0.72
C (-3.377265, 1.601459, 0.170261)  0.08
C (-0.253188, 1.172035, 3.021602)  -0.56
C (1.175843, -3.335581, -0.803675)  -0.04
C (2.518776, -4.446279, 0.994179)  -0.03
C (-2.523118, 2.119185, 2.374978)  0.09
C (-1.461742, 1.278832, 2.101447)  -0.16
C (-1.857079, 3.872668, -2.574894)  -0.05
C (0.134718, 2.695489, -1.676083)  -0.83
C (-2.281539, 0.780593, -0.000345)  -0.16
C (4.284851, -0.870198, -0.358149)  -0.09
C (0.132270, -3.825608, 1.412286)  -0.02
C (-1.887164, 0.187495, -1.355382)  -0.59
C (-3.503946, 2.254727, 1.395015)  -0.27
H (0.310801, -3.962237, 2.479298)  0.09
H (2.750412, -4.451947, 2.059265)  0.09
H (0.257615, -2.784883, -1.043328)  0.07
H (5.205391, -0.334178, -0.587983)  0.09
H (0.886248, 1.241808, -2.810092)  0.10
H (-2.548750, 2.649930, 3.317628)  0.13
H (4.219753, -1.748563, -0.996007)  0.08
H (-0.613882, 1.831161, -3.364661)  0.10
H (-0.642274, -3.055965, 1.305803)  0.08
H (3.323703, 0.857177, -0.348829)  0.04
H (-4.567770, 3.437077, 2.444055)  0.12
H (-2.584937, 4.547766, -2.131624)  0.09
H (-2.384660, 2.964784, -2.865105)  0.07
H (-0.853815, 4.092614, -0.697791)  0.12
H (2.020879, -2.846959, -1.298621)  0.09
H (2.214269, -5.451321, 0.694137)  0.09
H (-4.087266, 1.749532, -0.629633)  0.14
H (-1.413570, 4.358745, -3.445212)  0.09
H (4.255771, -1.190341, 0.682456)  0.09
H (1.048050, -4.321617, -1.253854)  0.10
H (-0.279183, -4.749456, 0.998975)  0.09
H (3.431014, -4.191063, 0.451450)  0.08

Forces on the atoms, in the same order (eV/Å):
0.8 0.5 -0.5
-0.1 0.2 -0.1
0.0 0.1 0.0
0.1 -0.1 0.0
-0.1 -1.1 0.0
0.0 0.0 -0.1
-0.3 0.0 -0.1
-0.5 0.3 0.5
0.1 0.0 0.2
0.1 0.0 0.1
0.0 0.0 0.2
-0.1 0.1 0.1
0.1 0.3 0.1
0.1 -0.1 0.1
0.4 -0.3 -0.1
0.0 -0.1 -0.1
0.1 -0.1 0.0
0.0 -0.2 -0.1
-0.3 0.2 0.1
0.0 0.1 0.1
0.0 0.0 -0.1
-0.2 0.1 -0.1
0.0 0.0 -0.1
-0.1 -0.1 0.1
0.1 0.0 0.1
-0.2 0.1 0.0
0.0 0.0 0.0
0.0 0.0 0.0
0.0 0.0 0.0
0.0 0.0 0.0
0.0 0.0 -0.1
0.0 0.0 0.0
0.0 0.0 0.0
0.0 0.0 0.0
0.1 0.0 -0.1
0.0 0.0 -0.3
0.0 0.0 0.0
0.0 0.0 0.0
0.0 -0.1 0.0
-0.1 0.0 0.0
0.0 0.0 0.0
0.0 0.0 0.0
0.0 0.0 0.0
0.0 -0.1 0.0
0.0 0.0 0.0
0.0 0.0 0.0
0.0 0.0 0.0
0.0 0.0 0.0

---

[4]
DFT (wB97M-V/def2-TZVPD) results for C49H43N4O4S2Zn as an isolated structure.

For the energy, the calculation gives -135747.063 eV. The calculation puts the orbital gap at 8.43 eV. As for the net charge: +1. As for the LUMO energy: -2.678 eV. The value obtained for the HOMO energy is -11.110 eV. The calculation puts the molar mass at 881.431 g/mol.

Last column: Löwdin charge in e.
Element x y z (Å)
Zn (-1.120807, -0.080425, 2.530387)  0.64
S (-0.332824, 2.396370, 0.843528)  1.12
S (1.636596, -0.613254, 0.608450)  1.06
O (0.940960, -0.010119, 1.817299)  -0.54
O (0.062537, -0.244375, 6.566278)  0.07
O (-3.425171, -0.131283, 2.268940)  -0.24
O (-1.346056, 1.854010, 1.858695)  -0.52
N (-1.057442, -2.006585, 1.705819)  0.01
N (-0.931121, -0.277462, 4.414156)  0.05
N (-0.051436, -7.874994, -4.877933)  0.17
N (-0.847206, -3.851490, 0.530743)  0.02
C (4.734264, -3.127625, 0.993912)  -0.03
C (2.332917, 2.605775, -1.699179)  -0.12
C (0.355451, 1.047062, -1.436919)  -0.17
C (5.029630, -3.062448, 2.356285)  -0.26
C (-0.698964, -4.704558, -0.605341)  -0.16
C (1.086696, -0.135335, -3.502295)  0.00
C (-2.784729, 5.477369, 0.007732)  -0.02
C (0.066490, 0.279023, -2.607848)  -0.11
C (-5.387263, -0.724206, 0.906781)  -0.06
C (-2.303012, 0.319251, -1.987477)  0.00
C (-0.645975, -6.079215, -0.430293)  0.01
C (-0.528216, 6.158466, -0.444487)  -0.02
C (-1.016583, -3.077081, 2.577357)  -0.08
C (-3.725446, 1.603443, 3.923013)  -0.07
C (2.482961, 0.741505, -0.173886)  -0.29
C (-0.423666, -4.980175, -2.969762)  -0.01
C (0.778433, -0.859168, -4.618486)  -0.05
C (4.193851, 4.176397, -1.874953)  -0.02
C (1.761416, 1.444243, -1.106987)  -0.17
C (3.224595, -1.472453, 2.646911)  -0.05
C (3.628754, 3.009343, -1.301782)  -0.14
C (-2.377870, 7.806147, -0.869572)  -0.04
C (-0.424064, -0.251357, 5.490187)  -0.51
C (3.499190, 4.901531, -2.797488)  -0.06
C (3.701854, -2.381440, 0.452352)  -0.07
C (-4.112014, 0.210166, 3.494457)  -0.24
C (-0.064404, 4.917677, -0.037455)  -0.07
C (-1.888759, 6.454381, -0.430076)  -0.25
C (2.968737, -1.548316, 1.287859)  -0.41
C (4.257222, -2.237226, 3.169618)  -0.01
C (-2.343858, 4.228048, 0.404542)  -0.05
C (6.167470, -3.855940, 2.935995)  -0.04
C (4.332310, 2.251450, -0.331295)  0.01
C (-4.080257, -1.171056, 1.536543)  -0.26
C (3.777417, 1.141359, 0.228149)  -0.03
C (-0.961822, -2.503869, 0.498671)  -0.15
C (-0.897463, -4.222459, 1.864082)  -0.01
C (-2.016132, 1.047089, -0.875038)  -0.05
C (-1.564289, -0.819127, -4.057205)  -0.03
C (-0.584880, -4.152693, -1.876096)  0.01
C (-0.674669, 1.427054, -0.624368)  -0.29
C (-0.563251, -1.200824, -4.903358)  -0.07
C (-0.196931, -7.211981, -3.951886)  -0.17
C (-0.485088, -6.905740, -1.529322)  0.00
C (-1.274099, -0.073329, -2.887220)  -0.16
C (2.203392, 4.497151, -3.195541)  -0.06
C (-0.372966, -6.360163, -2.802291)  -0.22
C (-0.982743, 3.958100, 0.366929)  -0.37
C (1.632110, 3.380456, -2.661284)  -0.02
H (3.470474, -2.447878, -0.604874)  0.12
H (-0.729215, -6.520619, 0.551600)  0.11
H (-5.186144, 0.159825, 3.316508)  0.11
H (7.085702, -3.265304, 2.930884)  0.09
H (-5.261251, 0.239137, 0.408019)  0.08
H (5.321769, 2.575182, -0.033165)  0.12
H (-2.595946, -1.069258, -4.275497)  0.12
H (2.615501, -0.838548, 3.277610)  0.12
H (-3.385159, -1.461072, 0.753367)  0.09
H (4.314426, 0.569899, 0.972508)  0.12
H (1.561894, -1.161691, -5.300451)  0.11
H (5.965221, -4.138234, 3.968156)  0.08
H (-6.202658, -0.632522, 1.621577)  0.07
H (0.180013, 6.914792, -0.760456)  0.12
H (-3.852938, -0.535884, 4.251258)  0.12
H (5.185817, 4.481392, -1.566315)  0.12
H (-3.327106, 0.038060, -2.207243)  0.12
H (-0.931705, -1.919579, -0.404700)  0.12
H (5.314986, -3.780754, 0.354232)  0.12
H (2.112812, 0.144553, -3.299824)  0.12
H (-0.605890, -3.085260, -2.036510)  0.10
H (-1.065409, -2.928389, 3.643009)  0.11
H (3.938828, 5.790694, -3.229370)  0.11
H (-4.294951, 1.871101, 4.813964)  0.09
H (0.635990, 3.081340, -2.963978)  0.12
H (-3.842407, 5.706298, 0.046973)  0.12
H (-2.667621, 1.674047, 4.166123)  0.05
H (-0.820049, -5.242537, 2.189013)  0.12
H (-0.331173, -4.553395, -3.958794)  0.12
H (-4.225521, -2.039913, 2.188228)  0.13
H (-2.788216, 1.330516, -0.171219)  0.10
H (-3.040707, 3.487605, 0.774601)  0.11
H (-3.434355, 7.939136, -0.644692)  0.08
H (-0.795161, -1.755615, -5.803485)  0.11
H (-0.444107, -7.977945, -1.397623)  0.13
H (-1.819930, 8.602344, -0.376534)  0.09
H (4.462802, -2.193796, 4.232155)  0.12
H (-3.957277, 2.322956, 3.136975)  0.08
H (-5.696133, -1.457954, 0.159978)  0.08
H (1.662985, 5.082437, -3.927725)  0.11
H (-2.245328, 7.932000, -1.945559)  0.09
H (6.356157, -4.762107, 2.362011)  0.08
H (0.997157, 4.699868, -0.029280)  0.11

Forces on the atoms, in the same order (eV/Å):
0.0 0.0 0.0
0.0 -0.3 0.5
-0.3 0.0 0.2
0.1 0.2 -0.2
0.0 0.0 0.0
0.0 0.1 0.1
0.3 -0.2 -0.3
-0.2 0.0 0.2
-0.1 -0.1 -0.2
0.0 0.0 0.0
-0.1 0.0 -0.1
0.0 0.0 0.0
-0.1 0.0 -0.1
0.2 0.0 -0.1
0.0 0.0 0.0
0.1 0.1 0.2
0.0 0.0 0.1
0.0 0.0 0.0
0.1 0.0 0.0
0.0 0.0 0.0
0.0 0.0 0.0
0.0 -0.1 -0.1
0.0 0.0 0.0
0.0 0.1 -0.1
0.0 0.0 0.0
0.2 0.1 0.1
0.0 0.0 0.0
-0.1 0.0 0.0
0.0 0.0 0.0
-0.1 0.0 0.0
0.0 -0.1 0.0
0.1 0.0 0.0
0.0 0.0 0.0
0.1 0.0 0.0
-0.1 0.0 0.0
0.0 0.0 0.1
0.0 0.0 0.0
-0.1 0.0 0.0
-0.1 0.0 0.0
0.1 -0.1 0.0
0.0 0.0 0.0
0.0 0.0 0.0
0.0 0.0 0.0
0.0 0.0 0.0
0.0 0.0 0.0
0.0 0.0 -0.1
0.2 0.0 -0.1
0.1 0.0 -0.1
0.0 0.0 0.0
0.0 0.0 0.1
0.0 0.0 0.0
-0.2 0.0 0.1
0.1 0.0 0.0
0.0 0.1 0.1
0.0 0.0 0.1
-0.1 -0.1 0.0
0.1 0.1 0.0
0.0 -0.1 -0.1
-0.1 0.1 -0.1
0.0 0.0 0.0
0.0 0.0 0.0
0.0 0.0 0.0
0.0 0.0 0.0
0.0 0.0 0.0
0.0 0.0 0.0
0.0 0.0 0.0
0.0 0.0 0.0
0.0 0.0 0.0
0.1 0.0 0.0
0.0 0.0 0.0
0.0 0.0 0.0
0.0 0.0 0.0
0.0 0.0 0.0
0.0 0.0 0.0
0.0 0.0 0.0
0.0 0.0 0.0
0.0 0.0 0.0
-0.1 0.0 0.0
0.0 0.0 0.0
0.0 0.0 0.0
0.0 0.1 0.0
0.0 0.0 0.0
0.0 0.0 0.0
0.0 0.0 0.0
0.0 0.0 0.0
0.0 0.0 0.0
0.0 0.0 0.0
0.0 0.0 0.0
0.0 0.0 0.0
0.0 0.0 0.0
0.0 0.0 0.0
0.0 0.0 0.0
0.0 0.0 0.0
0.0 0.0 0.0
0.0 0.0 0.0
0.0 0.0 0.0
0.0 0.0 0.0
0.0 0.0 0.0
0.0 0.0 0.0
0.0 0.0 0.0
0.0 0.0 0.0
0.0 0.0 0.0
0.0 0.0 0.0